{
  "formula": "C45H88F3N8O7S2",
  "method": "the ωB97M-V functional and the def2-TZVPD basis",
  "species": ["O", "S", "O", "O", "C", "C", "C", "C", "N", "C", "N", "C", "N", "S", "N", "C", "C", "C", "F", "F", "F", "H", "H", "H", "H", "H", "H", "H", "H", "H", "H", "H", "H", "H", "H", "H", "H", "C", "C", "C", "C", "C", "C", "N", "O", "C", "C", "C", "H", "H", "H", "H", "H", "H", "H", "H", "H", "H", "H", "H", "H", "H", "H", "H", "H", "H", "C", "C", "C", "C", "C", "C", "N", "O", "C", "C", "C", "H", "H", "H", "H", "H", "H", "H", "H", "H", "H", "H", "H", "H", "H", "H", "H", "H", "H", "C", "C", "C", "C", "C", "C", "N", "O", "C", "C", "C", "H", "H", "H", "H", "H", "H", "H", "H", "H", "H", "H", "H", "H", "H", "H", "H", "H", "H", "C", "C", "C", "C", "C", "C", "N", "O", "C", "C", "C", "H", "H", "H", "H", "H", "H", "H", "H", "H", "H", "H", "H", "H", "H", "H", "H", "H", "H"],
  "coordinates": [[-0.393, -3.215, 2.585], [-1.611, -3.979, 2.834], [-2.576, -3.603, 1.813], [-2.159, -3.607, 4.316], [-1.307, -5.760, 2.890], [-0.914, -6.337, 1.509], [0.396, -5.692, 0.905], [-0.051, -4.898, -0.352], [1.047, -4.237, -1.085], [2.320, -4.613, -0.942], [3.156, -3.838, -1.693], [2.268, -2.984, -2.287], [2.736, -2.033, -3.108], [1.855, -0.836, -3.925], [0.967, -3.202, -1.968], [-0.336, -2.631, -2.327], [-0.683, -1.410, -1.345], [-1.288, -0.166, -2.053], [-1.924, -0.431, -3.205], [-0.398, 0.859, -2.202], [-2.237, 0.343, -1.203], [-2.427, -2.666, 4.262], [-2.251, -6.242, 3.235], [-0.521, -5.955, 3.655], [-0.747, -7.427, 1.654], [-1.699, -6.237, 0.732], [0.893, -5.025, 1.642], [1.050, -6.534, 0.587], [-0.711, -4.073, 0.022], [-0.702, -5.490, -1.040], [2.734, -5.425, -0.336], [3.746, -2.029, -3.247], [1.677, -1.209, -5.243], [-1.173, -3.350, -2.187], [-0.395, -2.331, -3.392], [0.194, -1.169, -0.709], [-1.467, -1.771, -0.639], [-0.299, 4.492, -0.938], [-0.348, 4.652, -2.480], [0.789, 3.864, -3.158], [2.164, 4.517, -3.059], [2.105, 5.976, -3.502], [1.031, 6.769, -2.745], [-0.306, 6.106, -2.805], [-0.789, 6.270, -4.015], [1.492, 6.955, -1.283], [0.981, 8.203, -3.293], [-1.670, 3.970, -2.886], [-0.562, 5.421, -0.428], [-1.025, 3.762, -0.572], [0.677, 4.166, -0.580], [0.557, 3.739, -4.222], [0.840, 2.855, -2.743], [2.553, 4.438, -2.039], [2.869, 3.972, -3.693], [3.085, 6.438, -3.356], [1.910, 6.013, -4.579], [0.734, 7.482, -0.698], [2.406, 7.550, -1.245], [1.732, 6.026, -0.769], [0.768, 8.237, -4.362], [1.944, 8.697, -3.151], [0.226, 8.795, -2.773], [-2.534, 4.490, -2.465], [-1.692, 2.942, -2.525], [-1.797, 3.915, -3.968], [-1.787, 7.766, 3.415], [-0.331, 7.587, 3.924], [0.536, 6.860, 2.881], [0.299, 5.357, 2.798], [0.372, 4.717, 4.182], [-0.571, 5.395, 5.184], [-0.370, 6.872, 5.234], [0.757, 7.110, 5.866], [-2.027, 5.046, 4.807], [-0.390, 4.748, 6.565], [0.210, 9.022, 4.036], [-2.513, 7.637, 4.219], [-1.968, 8.772, 3.034], [-2.039, 7.076, 2.608], [1.594, 7.018, 3.117], [0.379, 7.307, 1.895], [-0.665, 5.145, 2.327], [1.055, 4.906, 2.150], [0.132, 3.653, 4.101], [1.405, 4.766, 4.542], [-2.733, 5.544, 5.475], [-2.195, 3.971, 4.895], [-2.293, 5.295, 3.783], [0.635, 4.817, 6.931], [-0.635, 3.684, 6.522], [-1.049, 5.209, 7.303], [-0.339, 9.599, 4.784], [0.111, 9.535, 3.078], [1.271, 9.050, 4.291], [4.871, 0.137, 2.596], [5.218, 1.352, 1.693], [4.649, 2.658, 2.278], [3.149, 2.838, 2.077], [2.765, 2.622, 0.619], [3.257, 1.278, 0.081], [4.716, 1.078, 0.311], [5.370, 1.848, -0.527], [2.433, 0.152, 0.742], [2.889, 1.166, -1.406], [6.750, 1.456, 1.770], [4.642, -0.751, 2.004], [5.710, -0.157, 3.228], [4.030, 0.334, 3.263], [5.152, 3.512, 1.812], [4.882, 2.719, 3.345], [2.590, 2.158, 2.726], [2.860, 3.847, 2.379], [1.678, 2.689, 0.520], [3.174, 3.443, 0.019], [2.781, -0.833, 0.412], [1.380, 0.239, 0.464], [2.445, 0.169, 1.829], [3.314, 1.969, -2.010], [1.809, 1.218, -1.548], [3.228, 0.214, -1.819], [7.232, 0.572, 1.344], [7.067, 1.542, 2.809], [7.135, 2.338, 1.257], [-5.622, -9.084, -0.923], [-4.666, -8.036, -1.554], [-5.206, -7.535, -2.905], [-5.026, -8.510, -4.062], [-3.581, -8.995, -4.144], [-3.089, -9.581, -2.815], [-3.306, -8.643, -1.672], [-2.428, -7.671, -1.768], [-3.806, -10.926, -2.571], [-1.612, -9.979, -2.953], [-4.713, -6.845, -0.581], [-5.071, -9.881, -0.422], [-6.251, -8.648, -0.146], [-6.294, -9.535, -1.654], [-4.698, -6.602, -3.174], [-6.266, -7.282, -2.806], [-5.711, -9.356, -3.963], [-5.296, -8.016, -4.999], [-3.495, -9.743, -4.936], [-2.942, -8.159, -4.447], [-3.512, -11.358, -1.611], [-3.540, -11.644, -3.348], [-4.891, -10.863, -2.597], [-0.974, -9.140, -3.235], [-1.494, -10.735, -3.731], [-1.231, -10.402, -2.021], [-4.315, -7.116, 0.401], [-5.742, -6.514, -0.446], [-4.158, -5.980, -0.951]],
  "forces_ev_per_angstrom": [[-0.019, -1.332, 1.033], [0.457, 2.741, -1.593], [-0.376, -1.359, 1.075], [0.297, -0.689, -1.265], [-0.590, -0.433, 0.543], [0.658, 0.319, -0.352], [-0.311, -0.656, -0.616], [-1.655, 1.198, 0.385], [0.590, -2.441, 1.735], [1.322, 1.564, -1.428], [-2.810, -0.077, 0.498], [0.913, -0.167, -0.357], [0.286, 0.319, -1.233], [-0.378, 0.884, -0.173], [0.661, -0.746, -0.034], [-1.280, 1.492, 0.486], [-0.183, -0.931, -0.544], [-0.336, 0.570, 1.869], [0.816, 0.097, 0.283], [-0.570, -1.148, -0.537], [0.430, -0.262, -0.592], [0.057, -0.311, 0.099], [0.590, 0.490, -0.159], [-0.498, 0.342, -0.522], [-0.174, 0.745, -0.011], [0.048, -0.101, 0.816], [-0.159, -0.460, -0.614], [-0.208, 0.648, 0.362], [0.470, -0.573, -0.241], [0.806, 0.106, 0.376], [-0.772, 0.402, -0.145], [-0.366, -0.152, 0.270], [0.425, -0.675, 0.827], [1.119, -0.068, -0.077], [0.523, -0.222, 0.785], [-0.510, 0.242, -0.651], [0.489, 0.366, -0.516], [0.151, 0.068, 0.350], [-0.500, -1.314, 1.638], [0.354, 0.247, -0.336], [-0.026, 0.015, 0.037], [-0.120, -0.477, -0.198], [1.218, 1.169, 1.314], [0.405, -0.727, -3.009], [-0.295, 0.338, 0.894], [-0.020, -0.251, 0.269], [-0.504, -0.074, -0.478], [-0.191, 0.621, -0.655], [0.118, 0.030, -0.103], [0.062, -0.114, -0.252], [0.031, 0.153, -0.001], [-0.162, 0.135, 0.049], [-0.203, 0.115, 0.100], [-0.022, 0.055, 0.003], [-0.011, -0.002, 0.050], [-0.144, 0.161, 0.107], [-0.179, 0.054, 0.052], [-0.002, -0.045, -0.061], [-0.094, 0.048, -0.201], [-0.116, -0.049, -0.002], [-0.130, -0.115, 0.085], [0.016, -0.212, 0.143], [-0.019, -0.067, -0.030], [0.077, 0.036, -0.026], [0.231, 0.122, 0.192], [0.018, 0.238, 0.039], [-0.288, -0.158, -0.081], [-1.386, 1.131, -1.231], [0.312, -0.407, 0.092], [-0.116, -0.039, -0.023], [0.352, 0.285, -0.346], [-1.550, -1.460, 0.196], [3.116, -0.346, -0.171], [-0.959, 0.162, 0.239], [-0.205, 0.138, -0.273], [0.486, 0.429, 0.273], [0.476, -0.124, 0.698], [0.095, -0.110, -0.007], [0.248, -0.053, -0.066], [-0.045, -0.051, 0.065], [-0.079, 0.092, 0.163], [-0.122, 0.136, 0.147], [-0.016, 0.001, 0.048], [-0.068, 0.052, -0.046], [-0.150, 0.058, 0.180], [-0.060, 0.146, 0.126], [0.070, 0.015, -0.033], [0.185, 0.039, 0.134], [0.021, 0.135, 0.028], [-0.056, 0.181, -0.056], [-0.092, 0.091, -0.220], [0.047, 0.043, -0.044], [0.015, -0.076, -0.013], [-0.169, -0.214, -0.047], [-0.098, -0.097, 0.167], [-0.272, -0.206, 0.095], [0.481, -1.097, 1.790], [-0.272, 0.318, -0.307], [-0.013, -0.072, 0.098], [0.250, 0.382, 0.287], [-1.788, -1.122, -0.136], [0.613, 2.912, -0.705], [-0.129, -1.018, 0.028], [0.013, -0.164, 0.302], [0.666, 0.274, -0.231], [0.123, 0.230, -0.839], [-0.066, 0.108, -0.045], [0.013, 0.262, -0.016], [-0.048, -0.046, -0.059], [0.079, -0.149, -0.107], [0.113, -0.196, -0.082], [-0.009, -0.013, -0.029], [0.059, -0.052, 0.056], [0.039, -0.228, -0.098], [0.143, -0.135, -0.074], [0.071, 0.050, 0.027], [0.096, 0.199, -0.116], [0.117, -0.053, -0.007], [0.162, -0.086, 0.098], [0.035, -0.015, 0.332], [0.149, 0.049, 0.097], [-0.063, 0.036, -0.006], [-0.262, -0.081, 0.037], [-0.098, -0.117, -0.145], [-0.103, -0.315, -0.001], [-1.857, -0.370, 1.172], [0.294, 0.010, -0.455], [0.002, -0.087, -0.002], [-0.295, 0.519, 0.007], [0.057, -2.190, -0.474], [0.814, 2.529, -1.870], [0.069, -0.619, 0.794], [-0.335, -0.041, 0.159], [0.301, 0.604, 0.264], [0.854, 0.192, -0.088], [0.041, 0.015, -0.140], [0.023, 0.189, -0.181], [0.069, -0.067, 0.004], [0.099, -0.041, 0.155], [0.078, -0.048, 0.233], [0.046, -0.011, 0.030], [-0.028, -0.015, 0.051], [0.115, -0.117, 0.193], [0.059, 0.002, 0.174], [-0.013, 0.058, -0.034], [0.166, 0.163, -0.004], [0.008, 0.081, 0.098], [-0.107, 0.050, 0.119], [-0.247, 0.014, 0.047], [-0.039, 0.044, -0.004], [-0.018, -0.036, -0.051], [-0.033, -0.231, -0.102], [0.114, -0.129, 0.012]],
  "lowdin_charge": [-0.32, 0.63, -0.31, -0.15, -0.21, -0.18, -0.16, -0.11, -0.01, -0.04, 0.18, -0.37, -0.30, 0.87, 0.05, -0.08, 0.00, -0.57, 0.15, 0.08, 0.10, 0.11, 0.12, 0.13, 0.13, 0.10, 0.12, 0.12, 0.11, 0.14, 0.15, 0.12, -0.09, 0.14, 0.11, 0.11, 0.13, -0.03, -0.46, -0.13, -0.18, -0.13, -0.49, -0.07, -0.01, -0.04, -0.04, -0.04, 0.08, 0.08, 0.05, 0.13, 0.09, 0.09, 0.12, 0.13, 0.13, 0.08, 0.09, 0.06, 0.08, 0.09, 0.09, 0.10, 0.06, 0.08, -0.03, -0.47, -0.13, -0.18, -0.14, -0.49, -0.07, -0.01, -0.04, -0.04, -0.05, 0.08, 0.08, 0.07, 0.13, 0.11, 0.10, 0.08, 0.12, 0.12, 0.09, 0.09, 0.06, 0.08, 0.08, 0.09, 0.09, 0.09, 0.08, -0.03, -0.47, -0.13, -0.17, -0.13, -0.47, -0.07, 0.00, -0.03, -0.06, -0.05, 0.08, 0.08, 0.08, 0.13, 0.13, 0.11, 0.10, 0.11, 0.12, 0.08, 0.07, 0.06, 0.08, 0.05, 0.04, 0.09, 0.09, 0.08, -0.03, -0.47, -0.14, -0.17, -0.13, -0.49, -0.06, -0.05, -0.04, -0.04, -0.05, 0.08, 0.08, 0.08, 0.12, 0.13, 0.11, 0.12, 0.13, 0.12, 0.09, 0.09, 0.06, 0.07, 0.09, 0.09, 0.09, 0.09, 0.07],
  "homo_lumo_gap_ev": [7.34, 8.07],
  "homo_ev": [-9.9284, -10.6582],
  "total_energy_ha": -3827.60281,
  "spin_multiplicity": 5,
  "charge": 1
}